The following is a DFT calculation (the ωB97M-V functional and the def2-TZVPD basis) of a molecular structure, C5H7O5Sc in a non-equilibrium geometry.

As for the total charge: +1. For the total energy, the calculation gives -1331.278896 a.u. As for the expectation value of S²: 0.7507. The calculation puts the HOMO-LUMO gap (spin up / spin down) at 6.041 / 6.074 eV. Its multiplicity is 2. The calculation puts the HOMO energy (spin up / spin down) at -12.2 / -12.2 eV.

Structure (XYZ):
```
18
Properties=species:S:1:pos:R:3:forces:R:3:mulliken_charge:R:1
O -2.347820 -3.095579 -1.636280 2.28 0.85 0.42 -0.481
C -2.325384 -1.924264 -1.374803 -4.29 0.09 -0.71 0.790
O -3.069698 -0.988933 -1.265685 2.23 -0.35 0.25 -0.457
O 0.388390 -1.701720 -0.216227 1.35 -0.67 -1.05 -0.609
C -0.295619 -1.293888 -1.147633 -1.40 -0.50 1.12 -0.008
O 0.494065 -1.137354 -2.284601 1.98 -0.09 -0.60 0.045
C 0.124413 -0.379109 -3.437919 -0.84 -0.19 -0.34 -0.471
C 1.380511 0.035976 -4.162883 -0.32 0.87 0.19 -0.498
O 2.280014 -1.055681 -4.188931 0.01 -1.26 1.14 -0.259
C 3.389198 -0.851729 -5.044795 0.68 0.13 -0.55 -0.723
Sc 2.206071 -2.466668 -1.947132 -1.55 1.39 0.09 1.355
H -0.432152 0.505193 -3.104359 -0.05 -0.30 -0.25 0.347
H -0.484222 -1.041951 -4.065486 -0.06 0.37 0.08 0.343
H 1.854006 0.890959 -3.650650 -0.03 -0.22 -0.21 0.368
H 1.110185 0.336660 -5.189032 0.15 -0.09 0.31 0.370
H 4.043485 -1.725433 -4.949768 -0.12 0.21 -0.11 0.266
H 3.048797 -0.764546 -6.088832 0.16 0.00 0.35 0.278
H 3.945010 0.051710 -4.748560 -0.17 -0.23 -0.15 0.345
```
Forces are in eV/Å.

The following is a DFT calculation (the ωB97M-V functional and the def2-TZVPD basis) of a single C5H7OP molecule in a non-equilibrium geometry.

The energy relative to the best compared isomer or geometry (same formula, charge and spin) comes out at 286.7 kJ/mol. As for the total charge: 0. Its SMILES is C#CCP1O[C@@H]1C. For the total energy, the calculation gives -611.177289 a.u. The calculation puts the HOMO-LUMO gap at 10.113 eV. The calculation puts the HOMO energy at -9.1 eV.

Structure (XYZ):
```
14
Properties=species:S:1:pos:R:3:forces:R:3:mulliken_charge:R:1
C 1.924769 0.686263 2.432304 -3.15 3.24 -4.25 -0.053
C 1.356531 1.352870 1.570329 1.72 -2.21 1.79 -0.494
C 0.634986 1.999163 0.494085 -0.40 0.75 1.18 -0.595
P -1.019883 1.151220 0.305214 0.00 0.24 2.93 -0.006
O -0.997264 0.996090 -1.262562 -0.16 0.31 -3.80 -0.382
C -0.516520 -0.230439 -0.711690 3.06 0.28 0.11 0.374
C -1.415432 -1.380870 -0.980616 -2.70 1.35 -0.07 -1.071
H 2.567262 0.260043 3.059857 1.95 -1.56 2.33 0.523
H 0.435708 3.032301 0.933565 0.28 -0.83 -1.45 0.311
H 1.118110 1.896197 -0.504130 -0.10 0.64 0.85 0.324
H 0.679982 -0.361811 -0.803301 -2.88 0.20 0.01 0.227
H -1.673951 -1.780603 0.022930 0.01 -0.59 -1.03 0.274
H -1.012963 -2.053804 -1.719061 0.11 -0.57 0.14 0.333
H -2.416751 -0.906667 -1.469485 2.24 -1.25 1.27 0.235
```
Forces are in eV/Å.

The following is a DFT calculation (the ωB97M-V functional and the def2-TZVPD basis) of a molecular structure, C5H7OP in a non-equilibrium geometry.

The energy relative to the best compared isomer or geometry (same formula, charge and spin) comes out at 480.4 kJ/mol. As for the total charge: 0. For the total energy, the calculation gives -611.103519 a.u. The calculation puts the HOMO-LUMO gap at 8.350 eV. The calculation puts the HOMO energy at -8.5 eV.

Structure (XYZ):
```
14
Properties=species:S:1:pos:R:3:forces:R:3:mulliken_charge:R:1
C 0.700526 -1.238339 -0.328372 1.90 -0.47 -0.99 -0.427
C -0.453167 -0.502348 0.276185 -0.40 0.71 0.12 -0.909
C -2.402429 1.381118 0.135982 3.66 -1.44 -0.62 -0.644
C 1.848068 -0.209553 -0.416471 -0.85 0.08 0.73 -0.112
C 1.647945 1.285974 -0.270080 1.17 0.02 0.16 -0.252
O 2.085635 0.630837 0.771181 -0.47 -0.08 -0.13 -0.223
P -0.774804 1.245236 -0.321821 -2.21 -0.42 -0.22 0.266
H 0.956480 -2.176749 0.263727 -0.04 1.29 -0.45 0.272
H 0.613813 -1.631786 -1.393126 -0.51 0.68 1.15 0.253
H -1.363380 -1.103694 0.270410 0.05 0.20 0.49 0.440
H -0.122594 -0.119844 1.267654 -0.49 -1.17 0.01 0.325
H -2.798115 0.461583 0.516264 -1.14 0.27 0.35 0.207
H -2.720268 2.367903 0.089514 -1.57 1.26 0.09 0.311
H 2.782294 -0.390335 -0.861045 0.91 -0.93 -0.69 0.494
```
Forces are in eV/Å.

The following is a DFT calculation (the ωB97M-V functional and the def2-TZVPD basis) of a single C5H7OP molecule in a non-equilibrium geometry.

The energy relative to the best compared isomer or geometry (same formula, charge and spin) comes out at 410.2 kJ/mol. As for the total charge: 0. For the total energy, the calculation gives -611.130263 a.u. The calculation puts the HOMO-LUMO gap (spin up / spin down) at 6.859 / 6.890 eV. The calculation puts the HOMO energy (spin up / spin down) at -7.4 / -7.4 eV.

Structure (XYZ):
```
14
Properties=species:S:1:pos:R:3:forces:R:3:mulliken_charge:R:1
C 2.439583 -1.373402 0.378076 -0.12 1.76 -1.23 -0.439
C 1.357239 -1.144082 -0.348348 1.06 -0.84 0.14 0.066
C -0.803668 0.415566 0.823872 -0.49 -0.67 1.09 -0.940
C -0.762167 0.145326 -0.692266 0.29 0.26 1.72 -0.283
C 0.495332 -0.511961 -1.108119 -0.61 -0.35 -0.88 -0.245
O 3.361063 -0.266648 0.525014 -0.52 -0.92 0.41 -0.252
P 3.058259 1.045937 -0.308846 0.42 1.85 -0.58 0.003
H 3.016619 -2.150062 0.810703 -0.77 -1.34 0.23 0.409
H -0.825216 1.466245 1.064522 -0.28 0.47 -0.09 0.282
H 0.117083 0.060508 1.378028 -1.04 0.01 -0.84 0.241
H -1.714559 -0.066572 1.308822 1.21 0.61 -0.56 0.276
H -0.815786 1.003256 -1.355539 -0.28 0.59 0.41 0.350
H -1.589453 -0.476735 -0.988635 -0.39 -0.41 -0.17 0.277
H 0.422510 -0.370913 -2.205484 1.53 -1.04 0.36 0.254
```
Forces are in eV/Å.

The following is a DFT calculation (the ωB97M-V functional and the def2-TZVPD basis) of a single C5H8 molecule in a non-equilibrium geometry.

The energy relative to the best compared isomer or geometry (same formula, charge and spin) comes out at 437.0 kJ/mol. As for the total charge: 0. For the total energy, the calculation gives -195.125569 a.u. The calculation puts the HOMO-LUMO gap at 8.380 eV. The calculation puts the HOMO energy at -8.2 eV.

Structure (XYZ):
```
13
Properties=species:S:1:pos:R:3:forces:R:3:mulliken_charge:R:1
C -1.098243 -0.074210 -0.450732 0.11 -0.46 -0.29 -0.724
C -1.297186 -0.657673 0.948021 -0.15 -0.21 0.02 -0.258
C 0.197280 -0.685326 1.220059 -0.33 0.30 -0.49 -0.495
C 0.427666 0.254359 0.123295 -0.29 0.13 -0.43 0.359
C 1.791613 0.394463 -0.553997 -0.16 0.04 -0.10 -1.094
H -0.093531 1.198469 0.235182 0.85 0.93 1.23 0.183
H -1.766180 0.761315 -0.744375 0.74 -0.26 0.04 0.264
H -1.050722 -0.783394 -1.263863 -0.23 -0.40 -0.01 0.289
H -1.754276 -1.649926 0.954357 0.02 0.00 0.23 0.283
H -1.839283 -0.036756 1.672931 0.03 -0.04 -0.22 0.276
H 2.590361 0.329036 0.199814 -0.39 0.00 -0.06 0.307
H 1.987239 -0.405936 -1.275966 -0.15 0.11 0.09 0.268
H 1.905268 1.355582 -1.064726 -0.06 -0.15 -0.02 0.343
```
Forces are in eV/Å.

The following is a DFT calculation (the ωB97M-V functional and the def2-TZVPD basis) of a single C5H8 molecule in a non-equilibrium geometry.

The energy relative to the best compared isomer or geometry (same formula, charge and spin) comes out at 187.8 kJ/mol. As for the total charge: 0. Its SMILES is C1=CCCC1. For the total energy, the calculation gives -195.220490 a.u. The calculation puts the HOMO-LUMO gap at 9.198 eV. The calculation puts the HOMO energy at -8.4 eV.

Structure (XYZ):
```
13
Properties=species:S:1:pos:R:3:forces:R:3:mulliken_charge:R:1
C -0.511113 -0.061057 -1.345480 0.11 1.75 1.23 -0.506
C -1.238286 -0.208451 -0.241711 -1.02 -0.54 0.21 -0.369
C -0.444640 -0.729794 0.938400 -0.13 0.14 0.07 -0.298
C 0.928780 -0.052932 0.716482 -0.03 -0.01 -0.35 -0.657
C 0.725536 0.590604 -0.687930 0.87 -0.21 -0.72 -0.363
H -0.922315 0.306419 -2.287289 0.18 0.04 0.28 0.300
H -2.137513 0.372232 -0.130597 -1.32 -1.17 0.01 0.312
H -0.924044 -0.508423 1.897893 0.23 -0.01 -0.10 0.280
H -0.372318 -1.825272 0.836281 -0.12 0.39 0.20 0.212
H 1.124329 0.686295 1.510693 -0.02 -0.14 -0.51 0.241
H 1.779824 -0.742374 0.708990 -0.31 0.00 0.04 0.258
H 0.457421 1.657196 -0.532327 0.34 -0.52 -0.44 0.212
H 1.534339 0.515558 -1.383405 1.22 0.27 0.07 0.379
```
Forces are in eV/Å.